w.
Here is a 2-piece molecular cluster, C3H11N2 overall from the Open Molecules 2025 dataset. Energies are from wB97M-V/def2-TZVPD.

Computed properties:
E_HOMO ... -14.7 eV
Total charge ... +1
HOMO-LUMO gap ... 10.565 eV

Cartesian coordinates (Å):
C (-2.430, -0.152, 0.922)
C (-1.103, -0.806, 1.286)
H (-2.414, 0.891, 1.234)
H (-2.696, -0.221, -0.131)
H (-3.280, -0.627, 1.410)
H (-0.777, -1.533, 0.527)
H (-1.122, -1.421, 2.184)
H (-0.224, -0.164, 1.386)
N (1.309, -0.122, -1.997)
C (2.070, 0.234, -0.990)
N (1.896, 1.303, -0.255)
H (0.492, 0.398, -2.256)
H (1.701, -0.736, -2.689)
H (2.848, -0.447, -0.663)
H (2.647, 1.532, 0.391)
H (1.083, 1.870, -0.361)



x.
Here is a 2-piece molecular cluster, C3H11N2 overall from the Open Molecules 2025 dataset. Energies are from wB97M-V/def2-TZVPD.

Computed properties:
E_HOMO ... -14.7 eV
Total charge ... +1
HOMO-LUMO gap ... 11.755 eV

Cartesian coordinates (Å):
C (-1.397, -1.797, -1.154)
N (-1.407, -1.349, 0.036)
H (-2.195, -2.379, -1.614)
H (-0.507, -1.601, -1.765)
H (-0.626, 0.346, -0.146)
H (-2.060, -1.891, 0.597)
C (1.270, 0.935, -0.740)
N (0.100, 1.001, 0.231)
C (0.509, 0.593, 1.602)
H (1.306, -0.093, -1.103)
H (2.198, 1.124, -0.209)
H (1.128, 1.612, -1.570)
H (-0.229, 1.955, 0.112)
H (-0.263, 0.846, 2.312)
H (0.749, -0.466, 1.640)
H (1.424, 1.164, 1.771)



Which structure loses on stability? x does.



w.
Here is a 2-piece molecular cluster, C3H11N2 overall from the Open Molecules 2025 dataset. Energies are from wB97M-V/def2-TZVPD.

Computed properties:
E_HOMO ... -13.7 eV
Total charge ... +1
HOMO-LUMO gap ... 7.778 eV

Cartesian coordinates (Å):
C (-2.810, -0.613, 0.246)
N (-1.619, 0.150, -0.316)
H (-3.548, 0.096, 0.586)
H (-2.410, -1.250, 1.046)
H (-3.311, -1.297, -0.450)
H (-1.857, 1.116, -0.115)
H (0.586, -0.311, 0.375)
H (-1.769, -0.051, -1.300)
C (2.205, 1.086, 0.740)
C (1.969, -0.661, -0.962)
N (1.418, 0.092, -0.070)
H (2.040, 2.133, 0.529)
H (1.946, 0.784, 1.766)
H (3.258, 0.804, 0.779)
H (1.583, -1.687, -0.890)
H (2.318, -0.392, -1.962)



x.
Here is a 2-piece molecular cluster, C3H11N2 overall from the Open Molecules 2025 dataset. Energies are from wB97M-V/def2-TZVPD.

Computed properties:
E_HOMO ... -14.2 eV
Total charge ... +1
HOMO-LUMO gap ... 10.314 eV

Cartesian coordinates (Å):
C (-0.636, 0.780, -0.763)
C (1.371, -0.749, -0.904)
C (-0.086, -0.550, -0.819)
N (-0.861, -1.589, -0.680)
N (-0.140, 1.178, 2.022)
H (-0.504, 1.060, 0.328)
H (-0.069, 1.505, -1.339)
H (-1.694, 0.830, -0.998)
H (1.772, -0.277, -1.801)
H (1.651, -1.800, -0.901)
H (1.848, -0.252, -0.056)
H (-0.486, -2.529, -0.631)
H (-1.866, -1.492, -0.599)
H (0.257, 2.113, 2.078)
H (0.472, 0.567, 2.549)
H (-1.028, 1.207, 2.515)



Which structure loses on stability? w does.



w.
Here is a 2-piece molecular cluster, C3H11N2 overall from the Open Molecules 2025 dataset. Energies are from wB97M-V/def2-TZVPD.

Computed properties:
E_HOMO ... -14.8 eV
Total charge ... +1
HOMO-LUMO gap ... 11.373 eV

Cartesian coordinates (Å):
C (0.098, 1.527, 2.436)
N (0.626, 0.551, 1.369)
H (0.433, 1.364, 3.471)
H (0.587, 2.471, 2.154)
H (-1.009, 1.578, 2.263)
H (0.690, 0.419, -0.434)
H (0.492, -0.364, 1.863)
H (1.665, 0.586, 1.483)
C (-1.106, -1.779, -1.068)
C (-0.165, -1.092, -1.814)
N (0.248, 0.303, -1.419)
H (-1.658, -1.491, -0.172)
H (-1.085, -2.864, -1.223)
H (0.109, -1.332, -2.787)
H (-0.387, 1.044, -1.708)
H (1.089, 0.678, -1.881)



x.
Here is a 2-piece molecular cluster, C3H11N2 overall from the Open Molecules 2025 dataset. Energies are from wB97M-V/def2-TZVPD.

Computed properties:
E_HOMO ... -14.7 eV
Total charge ... +1
HOMO-LUMO gap ... 10.467 eV

Cartesian coordinates (Å):
C (-0.223, -0.117, -2.226)
N (-0.761, 0.804, -1.197)
H (-0.706, -1.085, -2.103)
H (0.845, -0.195, -2.098)
H (-0.491, 0.203, -3.226)
H (-1.764, 0.915, -1.276)
H (-0.369, 0.400, 0.235)
H (-0.327, 1.713, -1.315)
C (0.427, -1.334, 1.280)
C (0.492, 0.969, 2.034)
N (0.196, 0.093, 1.177)
H (1.396, -1.547, 1.697)
H (-0.274, -1.834, 1.946)
H (0.347, -1.775, 0.298)
H (0.281, 2.010, 1.778)
H (0.929, 0.780, 2.997)



y.
Here is a 2-piece molecular cluster, C3H11N2 overall from the Open Molecules 2025 dataset. Energies are from wB97M-V/def2-TZVPD.

Computed properties:
E_HOMO ... -14.3 eV
Total charge ... +1
HOMO-LUMO gap ... 5.154 eV

Cartesian coordinates (Å):
C (-0.655, -0.845, 1.179)
N (-1.845, -1.420, 0.498)
C (-0.308, 0.481, 0.379)
N (0.884, 0.444, -0.397)
C (1.483, 1.622, -0.997)
H (-0.859, -0.502, 2.198)
H (0.213, -1.496, 1.224)
H (-1.309, -1.679, -0.393)
H (-2.064, -2.251, 1.050)
H (-1.207, 0.749, -0.212)
H (-0.225, 1.251, 1.148)
H (0.968, -0.492, -0.891)
H (-0.029, -1.624, -1.272)
H (1.473, 1.569, -2.089)
H (0.921, 2.525, -0.702)
H (2.559, 1.669, -0.724)



Which structure loses on stability? y does.



w.
Here is a 2-piece molecular cluster, C3H11N2 overall from the Open Molecules 2025 dataset. Energies are from wB97M-V/def2-TZVPD.

Computed properties:
E_HOMO ... -13.9 eV
Total charge ... +1
HOMO-LUMO gap ... 5.724 eV

Cartesian coordinates (Å):
C (-2.349, -0.526, 0.017)
C (0.547, 1.262, -0.442)
C (1.776, 0.370, -0.509)
N (1.530, -1.088, -0.140)
N (-1.368, -0.071, 0.996)
H (-2.652, -1.578, 0.230)
H (-1.845, -0.780, -1.009)
H (0.407, 1.869, -1.321)
H (0.603, 2.092, 0.303)
H (2.414, 0.744, 0.370)
H (2.324, 0.391, -1.456)
H (0.850, -1.218, 0.667)
H (2.371, -1.533, 0.015)
H (-0.582, 0.596, 0.295)
H (-1.807, 0.619, 1.627)
H (-3.062, 0.269, -0.106)



x.
Here is a 2-piece molecular cluster, C3H11N2 overall from the Open Molecules 2025 dataset. Energies are from wB97M-V/def2-TZVPD.

Computed properties:
E_HOMO ... -14.6 eV
Total charge ... +1
HOMO-LUMO gap ... 10.048 eV

Cartesian coordinates (Å):
C (-1.716, 1.809, -0.471)
C (-1.131, 3.025, -1.204)
H (-1.136, 1.519, 0.405)
H (-1.786, 0.950, -1.141)
H (-2.702, 2.093, -0.106)
H (-0.097, 2.858, -1.502)
H (-1.759, 3.258, -2.056)
H (-1.183, 3.888, -0.543)
N (1.259, -1.434, 0.168)
C (1.134, -2.327, 1.107)
N (1.917, -3.382, 1.231)
H (1.943, -1.600, -0.568)
H (0.812, -0.533, 0.268)
H (0.272, -2.283, 1.770)
H (1.859, -3.857, 2.122)
H (2.314, -3.984, 0.520)



Which structure loses on stability? w does.



w.
Here is a 2-piece molecular cluster, C4H12 overall from the Open Molecules 2025 dataset. Energies are from wB97M-V/def2-TZVPD.

Computed properties:
E_HOMO (alpha / beta) ... 1.6 / -7.8 eV
Multiplicity ... 2
⟨S²⟩ ... 0.7502
Total charge ... -1
HOMO-LUMO gap (alpha / beta) ... 2.742 / 12.196 eV

Cartesian coordinates (Å):
C (-2.446, 1.590, 0.055)
C (-0.997, 1.156, -0.163)
H (-2.667, 2.536, -0.437)
H (-3.183, 0.859, -0.259)
H (-2.610, 1.749, 1.129)
H (-0.770, 0.148, 0.161)
H (-0.320, 1.803, 0.396)
H (-0.808, 1.182, -1.242)
C (1.301, -1.827, 0.539)
C (2.099, -0.913, -0.427)
H (0.400, -1.348, 0.910)
H (1.010, -2.711, -0.032)
H (1.921, -2.089, 1.394)
H (2.873, -0.339, 0.091)
H (2.672, -1.581, -1.079)
H (1.525, -0.215, -1.035)



x.
Here is a 2-piece molecular cluster, C4H12 overall from the Open Molecules 2025 dataset. Energies are from wB97M-V/def2-TZVPD.

Computed properties:
E_HOMO (alpha / beta) ... 1.4 / -7.3 eV
Multiplicity ... 2
⟨S²⟩ ... 0.7504
Total charge ... -1
HOMO-LUMO gap (alpha / beta) ... 2.858 / 11.612 eV

Cartesian coordinates (Å):
C (1.702, 1.824, -0.117)
C (2.748, 0.720, 0.034)
H (2.201, 2.722, 0.050)
H (1.214, 1.894, -1.179)
H (0.798, 1.802, 0.413)
H (3.421, 0.677, 0.929)
H (3.641, 0.882, -0.744)
H (2.182, -0.248, -0.269)
C (-2.802, -1.174, -0.446)
C (-1.709, -1.337, 0.624)
H (-3.835, -1.124, 0.116)
H (-2.540, -0.217, -1.028)
H (-2.792, -2.041, -1.088)
H (-0.822, -0.714, 0.324)
H (-1.410, -2.472, 0.641)
H (-1.996, -1.193, 1.739)



y.
Here is a 2-piece molecular cluster, C4H12 overall from the Open Molecules 2025 dataset. Energies are from wB97M-V/def2-TZVPD.

Computed properties:
E_HOMO (alpha / beta) ... 1.5 / -7.7 eV
Multiplicity ... 2
⟨S²⟩ ... 0.7502
Total charge ... -1
HOMO-LUMO gap (alpha / beta) ... 2.777 / 12.126 eV

Cartesian coordinates (Å):
C (1.831, 1.946, 0.956)
C (0.417, 2.169, 0.387)
H (1.818, 2.189, 2.023)
H (1.958, 0.856, 0.995)
H (2.674, 2.401, 0.454)
H (-0.173, 1.275, 0.520)
H (0.451, 2.328, -0.695)
H (-0.152, 2.983, 0.842)
C (-1.139, -1.308, -0.332)
C (-0.984, -2.654, -1.050)
H (-0.250, -1.007, 0.216)
H (-1.495, -0.568, -1.049)
H (-1.907, -1.479, 0.432)
H (-0.160, -2.667, -1.760)
H (-0.981, -3.506, -0.368)
H (-1.907, -2.958, -1.572)



Which structure loses on stability? x does.